The following is a quantum chemistry calculation of C35H52ClPPt as an isolated structure at a distorted geometry, from the OMol25 dataset.

Last column: Löwdin charge in e.
CARTESIAN COORDINATES (ANGSTROEM)
1 Pt 0.542 0.323 0.102  0.67
2 P 0.142 0.570 -2.090  0.97
3 Cl 1.438 2.487 0.136  -0.01
4 C -1.920 -0.421 -0.707  -0.22
5 H -2.641 -0.476 -1.510  0.05
6 H -2.018 0.532 -0.182  0.06
7 C 1.994 0.747 -2.598  -0.43
8 C -0.774 2.189 -2.428  -0.42
9 C 2.428 0.873 -4.066  -0.21
10 H 2.229 1.692 -2.080  0.03
11 C 3.901 1.301 -4.137  -0.19
12 H 2.306 -0.103 -4.565  0.10
13 H 1.806 1.602 -4.604  0.09
14 C 4.845 0.420 -3.301  -0.20
15 H 4.209 1.294 -5.185  0.11
16 H 3.971 2.344 -3.779  0.12
17 C 4.302 0.072 -1.903  -0.19
18 H 5.037 -0.517 -3.852  0.11
19 H 5.806 0.928 -3.209  0.10
20 C 2.828 -0.353 -1.929  -0.24
21 H 4.915 -0.718 -1.455  0.11
22 H 4.391 0.962 -1.258  0.12
23 H 2.716 -1.303 -2.481  0.11
24 H 2.503 -0.544 -0.885  0.05
25 C -0.548 -0.550 -3.473  -0.36
26 C -2.240 2.015 -2.843  -0.21
27 H -0.732 2.643 -1.421  0.06
28 C -2.957 3.354 -2.706  -0.19
29 H -2.309 1.696 -3.892  0.10
30 H -2.746 1.242 -2.259  0.08
31 C -2.288 4.440 -3.552  -0.20
32 H -4.001 3.233 -2.993  0.11
33 H -2.940 3.651 -1.642  0.12
34 C -0.756 4.504 -3.420  -0.18
35 H -2.544 4.268 -4.616  0.12
36 H -2.702 5.413 -3.290  0.10
37 C -0.055 3.138 -3.388  -0.21
38 H -0.338 5.088 -4.239  0.11
39 H -0.502 5.027 -2.482  0.12
40 H -0.047 2.706 -4.404  0.10
41 H 0.993 3.273 -3.085  0.11
42 C 0.191 -1.884 -3.605  -0.20
43 H -1.562 -0.729 -3.082  0.09
44 C -0.546 -2.832 -4.562  -0.18
45 H 1.204 -1.686 -3.992  0.10
46 H 0.318 -2.390 -2.639  0.09
47 C -0.837 -2.206 -5.930  -0.20
48 H 0.061 -3.733 -4.690  0.11
49 H -1.494 -3.131 -4.090  0.11
50 C -1.394 -0.781 -5.851  -0.18
51 H 0.090 -2.199 -6.530  0.12
52 H -1.544 -2.832 -6.477  0.11
53 C -0.619 0.095 -4.868  -0.20
54 H -1.353 -0.304 -6.835  0.11
55 H -2.448 -0.808 -5.541  0.12
56 H 0.412 0.238 -5.232  0.10
57 H -1.065 1.094 -4.850  0.07
58 C -0.361 -1.694 -0.036  -0.27
59 C -2.040 -1.792 -0.381  -0.28
60 H 0.068 -1.901 -1.016  0.01
61 C -2.862 -2.532 0.780  -0.15
62 H -2.206 -2.484 -1.306  0.15
63 C -2.096 -2.905 2.038  -0.19
64 H -3.662 -1.831 1.015  0.10
65 H -3.377 -3.471 0.435  0.12
66 C -0.686 -3.602 1.746  -0.17
67 H -1.962 -1.994 2.639  0.09
68 H -2.636 -3.638 2.649  0.10
69 C 0.228 -2.685 0.963  -0.24
70 H -0.184 -3.882 2.691  0.11
71 H -0.854 -4.545 1.203  0.11
72 H 0.978 -2.128 1.604  0.09
73 H 0.892 -3.319 0.331  0.11
74 C 3.698 -0.911 4.704  -0.09
75 C 3.825 -0.921 3.323  -0.07
76 C 2.765 -0.478 2.513  -0.05
77 C 1.552 -0.119 3.096  -0.21
78 C 0.430 0.189 2.310  -0.18
79 C -0.848 0.383 2.792  -0.11
80 C -1.017 0.392 4.221  -0.07
81 C 0.079 0.101 5.034  -0.03
82 C 1.384 -0.151 4.549  -0.17
83 C 2.498 -0.550 5.296  -0.04
84 H 4.525 -1.196 5.355  0.10
85 H 4.742 -1.237 2.878  0.09
86 H 2.897 -0.455 1.420  0.09
87 H -1.705 0.575 2.136  0.10
88 H -2.016 0.566 4.662  0.11
89 H -0.033 0.086 6.124  0.11
90 H 2.344 -0.564 6.362  0.11

Cartesian forces (eV/Å) of the 6 atoms listed first:
Pt -0.9183 -1.3385 2.3617
P 0.5089 0.3668 -3.2098
Cl 0.2056 0.2386 0.4246
C -4.3154 1.8374 -1.6317
H 0.0047 1.7090 -1.2704
H -0.0499 -0.8158 0.7308

Properties
Spin multiplicity: 5
LUMO (spin up / spin down): 0.62 / -2.59 eV
Electronic energy: -2285.40627 Ha
Orbital gap (spin up / spin down): 5.43 / 5.84 eV
Relative energy (zero: lowest compared OMol25 entry of this formula, charge and spin): 2.057 eV